#i
{"formula": "C6H16", "method": "ωB97M-V/def2-TZVPD", "elements": ["C", "C", "C", "H", "H", "H", "H", "H", "H", "H", "H", "C", "C", "C", "H", "H", "H", "H", "H", "H", "H", "H"], "coordinates": [[1.60337, 0.11841, -0.40057], [2.68329, -0.03019, 0.68924], [2.45441, 1.24474, 1.64518], [0.69293, -0.35024, -0.13488], [1.95450, -0.25372, -1.41053], [1.26634, 1.08624, -0.43924], [2.77119, -1.00642, 1.39414], [3.66611, 0.08192, 0.30810], [3.02449, 1.20790, 2.54001], [2.61988, 2.07589, 1.03485], [1.47764, 1.35249, 2.07850], [-2.35352, 0.09973, -1.86813], [-2.63717, -0.72581, -0.64055], [-1.53622, -0.88860, 0.49871], [-1.97571, 1.04057, -1.55037], [-1.62889, -0.30756, -2.58424], [-3.23428, 0.32310, -2.47535], [-3.59657, -0.41671, -0.19044], [-2.91304, -1.83782, -0.94284], [-1.65861, -0.06004, 1.26466], [-2.09069, -1.66200, 1.09672], [-0.58945, -1.09190, 0.08704]], "lowdin_charge": [-0.12, -0.25, -0.11, -0.01, 0.10, 0.04, 0.14, 0.06, 0.05, 0.04, 0.06, -0.14, -0.32, -0.10, 0.05, 0.07, 0.07, 0.09, 0.12, 0.09, 0.08, 0.01], "homo_lumo_gap_ev": 12.0}

***

#ii
{"formula": "C6H16", "method": "ωB97M-V/def2-TZVPD", "elements": ["C", "C", "C", "H", "H", "H", "H", "H", "H", "H", "H", "C", "C", "C", "H", "H", "H", "H", "H", "H", "H", "H"], "coordinates": [[-0.97106, 1.22454, -1.22347], [0.20989, 1.45339, -0.21437], [0.71300, 2.72355, -0.78848], [-1.55414, 0.24334, -0.94620], [-0.56433, 0.83376, -2.27832], [-1.68249, 2.12139, -1.25578], [-0.11606, 1.28496, 0.79004], [1.02963, 0.61421, -0.31602], [0.86940, 3.60651, -0.19389], [1.80235, 2.49502, -1.33041], [0.12868, 3.02828, -1.55788], [-0.44098, -1.13348, 1.98669], [-0.50206, -2.19467, 0.69320], [0.87619, -2.17748, -0.11253], [-0.54603, -0.13357, 1.61500], [0.48985, -1.23992, 2.50617], [-1.27760, -1.11741, 2.54711], [-0.81844, -3.20088, 1.15468], [-1.40999, -1.91435, 0.21356], [0.67995, -1.60074, -1.10745], [1.78644, -1.73333, 0.44291], [1.29781, -3.18311, -0.62456]], "lowdin_charge": [-0.15, -0.32, -0.16, 0.07, 0.11, 0.09, 0.05, 0.11, 0.06, 0.14, 0.00, -0.07, -0.24, -0.15, 0.01, 0.06, 0.02, 0.10, 0.05, 0.06, 0.08, 0.09], "homo_lumo_gap_ev": 11.8}

***

#i is favored, and the nearest alternative lies 116.8 kJ/mol above it.